The following is a quantum chemistry calculation of a structure of composition C50H140MgN14O20 in a non-equilibrium geometry, from OMol25.

Geometry as XYZ:
```
225
Properties=species:S:1:pos:R:3:forces:R:3:lowdin_charge:R:1
Mg -16.0418 -14.8949 -15.9429 -1.4 -0.2 -0.5 0.535
N -15.4932 -12.6539 -16.7722 -0.8 4.6 -2.2 -0.587
O -15.3742 -11.5548 -17.3432 0.9 -0.7 0.7 0.017
O -16.5365 -12.9862 -16.3066 -6.2 0.0 2.1 0.007
O -14.6577 -13.4754 -16.6567 6.5 -3.3 -0.2 0.019
N -18.7779 -16.4424 -15.5492 -2.8 -1.1 -1.2 -0.632
O -18.6726 -17.3274 -14.7708 1.2 -2.8 3.4 0.040
O -17.8343 -15.7352 -15.8187 2.5 2.7 -0.8 -0.066
O -19.8459 -16.3263 -16.1398 -1.2 1.2 -1.2 0.004
C -13.9612 -18.0716 -17.6182 0.8 -0.5 -1.9 -0.035
C -14.5370 -16.6742 -17.5921 -0.9 -1.7 0.3 -0.382
C -15.7991 -16.5809 -18.4218 -0.5 1.1 0.1 -0.134
O -16.3678 -15.3029 -18.0266 -0.2 0.3 -2.5 -0.257
C -17.3427 -14.7950 -19.0228 0.2 0.4 0.8 -0.007
N -14.9244 -16.5188 -16.2005 0.6 -0.3 0.5 0.039
H -13.0560 -18.2116 -17.0273 0.2 0.3 -0.2 0.090
H -13.7798 -18.3114 -18.6659 0.5 -0.3 0.1 0.047
H -14.6258 -18.8684 -17.2843 -0.5 0.4 0.2 0.101
H -13.8824 -15.8654 -17.9166 0.3 -0.2 0.2 0.145
H -16.5803 -17.3244 -18.2634 0.2 -0.4 0.5 0.146
H -15.5640 -16.6688 -19.4825 0.1 0.6 -0.2 0.130
H -18.1774 -15.4934 -19.0833 0.0 0.1 0.0 0.102
H -16.9555 -14.5204 -20.0041 0.7 -1.0 -0.1 0.081
H -17.6770 -13.7934 -18.7521 -0.2 -0.3 0.9 0.081
H -14.0493 -16.5445 -15.6969 0.7 0.7 0.6 0.057
H -15.2719 -17.4365 -15.9612 -0.9 0.0 0.3 0.115
C -22.2840 -15.3553 -22.8423 0.2 1.0 0.5 -0.056
C -21.1895 -14.2597 -22.6200 1.2 -2.4 0.5 -0.410
C -20.3198 -14.6516 -21.3967 -0.8 0.8 1.2 -0.207
O -19.2473 -13.7330 -21.0950 -0.6 -1.6 -0.7 -0.229
C -19.6713 -12.4673 -20.6171 0.8 -0.6 0.3 -0.091
N -20.2968 -14.2363 -23.7630 0.3 0.8 -0.7 0.031
H -21.9247 -16.3607 -23.0620 0.6 0.2 -0.1 0.072
H -22.9215 -15.0689 -23.6788 -0.1 0.1 0.2 0.072
H -22.8474 -15.4689 -21.9161 -0.4 0.2 -0.1 0.070
H -21.5776 -13.2567 -22.4427 -0.4 -0.1 -0.2 0.135
H -19.9390 -15.6729 -21.4036 0.6 0.1 -0.9 0.124
H -20.9624 -14.7396 -20.5206 -0.4 0.5 0.4 0.107
H -20.6458 -12.5560 -20.1368 -0.3 0.4 -0.3 0.084
H -19.5661 -11.7623 -21.4417 -0.5 0.4 0.3 0.087
H -18.9412 -12.2422 -19.8396 0.0 0.6 -0.1 0.064
H -19.6644 -15.0226 -23.7197 -0.3 -0.7 -0.1 0.068
H -19.6303 -13.5021 -23.5709 0.1 0.6 -0.3 0.060
C -16.2469 -8.4738 -19.1478 0.0 0.1 0.8 -0.051
C -17.1667 -9.5006 -19.8099 1.0 1.1 -1.8 -0.369
C -17.4493 -9.0709 -21.3041 -0.4 -0.6 1.2 -0.196
O -18.1914 -7.8671 -21.3628 -0.1 0.6 -1.1 -0.191
C -18.6614 -7.5414 -22.7037 -0.4 -0.7 1.0 -0.082
N -16.5263 -10.8238 -19.8563 -1.1 -0.4 0.9 0.074
H -16.4970 -7.4130 -19.1581 -0.4 0.1 -0.8 0.079
H -15.2263 -8.5984 -19.5098 0.1 0.1 0.1 0.073
H -16.2975 -8.6418 -18.0720 0.5 -0.5 0.2 0.046
H -18.0746 -9.5312 -19.2077 -0.3 -0.4 -0.4 0.102
H -17.9819 -9.8841 -21.7972 -0.2 -0.1 -0.1 0.104
H -16.4796 -8.9994 -21.7968 0.3 0.3 -0.2 0.119
H -17.9012 -7.7081 -23.4669 0.2 0.2 0.1 0.084
H -19.0997 -6.5445 -22.7514 0.7 0.3 0.4 0.080
H -19.5343 -8.1420 -22.9592 0.1 -0.6 0.0 0.076
H -16.2617 -11.0634 -18.9115 -0.7 -0.1 0.4 0.026
H -15.5984 -10.9134 -20.2449 -0.1 1.1 -0.9 0.028
C -14.7787 -12.7232 -13.3098 0.9 -0.6 0.3 -0.018
C -14.5606 -14.2775 -13.4382 1.6 2.7 1.2 -0.362
C -14.1513 -14.8684 -12.0304 0.6 1.5 -1.4 -0.212
O -13.8373 -16.2326 -12.1352 -0.4 -0.4 0.9 -0.199
C -13.9216 -16.8944 -10.8409 -0.9 0.2 -1.3 -0.056
N -15.7577 -14.9029 -13.9632 1.5 -0.3 1.9 0.044
H -14.7917 -12.1707 -14.2494 -0.4 -0.4 -0.3 0.059
H -13.9002 -12.2982 -12.8244 0.1 0.0 0.3 0.079
H -15.6502 -12.4497 -12.7150 -0.1 -0.2 0.0 0.070
H -13.6615 -14.3758 -14.0464 -0.3 -0.4 -0.5 0.109
H -14.9183 -14.5636 -11.3183 -0.4 -0.7 0.3 0.117
H -13.2372 -14.3626 -11.7194 0.1 0.4 0.1 0.126
H -13.4466 -16.3385 -10.0326 0.4 -0.1 -0.2 0.089
H -13.5497 -17.9080 -10.9905 0.2 0.2 0.2 0.092
H -14.9901 -16.9395 -10.6303 -0.1 -0.2 0.4 0.084
H -16.4387 -14.5401 -13.3114 -1.5 0.5 -0.2 0.042
H -15.5992 -15.7289 -13.4041 -0.7 -1.9 -1.1 0.096
C -11.5772 -10.7722 -16.3552 0.3 0.1 -0.6 -0.046
C -12.3664 -9.7600 -15.5268 -0.6 -1.5 0.3 -0.386
C -11.5087 -8.6784 -14.9019 -0.5 -0.2 0.1 -0.185
O -10.6801 -9.2579 -13.8716 -0.8 0.1 -0.6 -0.174
C -9.9557 -8.3194 -13.1192 0.4 0.5 -0.4 -0.125
N -13.5790 -9.2704 -16.2653 1.8 0.1 0.2 0.078
H -11.1428 -10.3260 -17.2498 -0.2 0.5 -0.2 0.081
H -12.1958 -11.5874 -16.7307 -0.2 0.0 0.2 0.049
H -10.6975 -11.2056 -15.8794 -0.3 0.1 0.6 0.074
H -12.8060 -10.2664 -14.6675 0.4 -0.5 0.4 0.123
H -12.2438 -7.9923 -14.4810 0.2 0.5 0.4 0.115
H -10.9623 -8.1664 -15.6940 0.5 0.2 0.1 0.126
H -9.4091 -8.8061 -12.3114 -0.1 -0.3 -0.2 0.086
H -10.5477 -7.5226 -12.6690 -0.6 -0.1 0.0 0.082
H -9.2492 -7.8028 -13.7688 0.4 0.0 0.0 0.084
H -14.1498 -8.8630 -15.5384 -0.5 0.5 0.1 0.027
H -14.0829 -10.0988 -16.5478 -0.1 -0.2 -0.4 0.043
C -15.8812 -6.5211 -16.0924 -0.4 0.0 -0.2 -0.055
C -15.4137 -6.4746 -14.6605 1.2 2.2 0.1 -0.419
C -16.3068 -5.5353 -13.7884 -0.4 -0.3 -0.2 -0.189
O -16.2251 -4.1845 -14.1907 -0.2 0.3 -0.1 -0.176
C -17.1232 -3.2938 -13.5286 0.3 -0.2 0.0 -0.095
N -15.3209 -7.8260 -14.1807 -0.9 -0.3 0.3 0.056
H -16.8535 -7.0136 -16.1058 -0.2 -0.1 -0.4 0.061
H -15.1618 -7.0790 -16.6919 -0.1 -0.1 0.0 0.057
H -15.9752 -5.5283 -16.5323 -0.1 0.0 0.2 0.094
H -14.4166 -6.0495 -14.7752 0.3 0.3 0.7 0.131
H -16.1904 -5.5882 -12.7059 0.9 -0.3 0.3 0.120
H -17.3214 -5.9214 -13.8868 -0.6 0.0 -0.4 0.102
H -16.9172 -2.2844 -13.8845 0.0 -0.2 -0.2 0.090
H -16.9983 -3.2674 -12.4462 0.4 -0.3 0.2 0.081
H -18.1765 -3.5259 -13.6862 -0.1 -0.2 -0.4 0.071
H -16.3041 -8.0527 -14.2247 -0.1 -0.9 0.0 0.020
H -15.1898 -7.9102 -13.1828 0.6 0.5 0.4 0.092
C -12.9183 -17.5012 -22.4912 0.0 0.7 -1.3 -0.067
C -12.0881 -18.0022 -21.3906 2.1 0.6 1.8 -0.434
C -11.8012 -16.9289 -20.2737 -0.7 -0.3 1.3 -0.198
O -10.8252 -15.9811 -20.5864 0.9 -0.3 -1.6 -0.181
C -10.2897 -15.2437 -19.5160 -1.2 0.0 -0.1 -0.097
N -12.5501 -19.2721 -20.8574 -0.6 0.2 1.3 0.045
H -13.8895 -17.0863 -22.2214 -0.1 -0.3 0.4 0.069
H -13.0463 -18.3522 -23.1603 -0.2 0.3 -0.5 0.083
H -12.3948 -16.6846 -22.9884 0.0 -0.1 -0.4 0.090
H -11.0633 -18.2395 -21.6760 0.1 0.3 -0.9 0.137
H -11.5194 -17.3748 -19.3199 0.3 -0.9 0.0 0.110
H -12.6726 -16.3646 -19.9417 -0.9 0.1 -0.5 0.106
H -11.1221 -14.8062 -18.9648 -0.1 0.5 0.2 0.071
H -9.6835 -14.4514 -19.9552 0.1 -0.2 0.2 0.101
H -9.7711 -15.8533 -18.7760 0.5 -0.3 -0.2 0.081
H -13.2790 -19.0472 -20.1955 -0.2 -0.4 0.2 0.030
H -13.0135 -19.8243 -21.5648 0.1 0.0 -0.3 0.071
C -11.0838 -14.2262 -16.0719 -0.2 -0.8 -0.3 -0.051
C -11.0744 -15.7690 -15.9033 0.7 1.0 -0.3 -0.406
C -9.6984 -16.2847 -15.4194 -0.6 0.9 0.1 -0.219
O -9.7842 -17.6681 -15.2380 1.0 -1.0 -0.1 -0.184
C -8.4941 -18.2949 -15.2204 0.0 -0.3 0.0 -0.088
N -12.1582 -16.1833 -15.0351 0.7 -0.2 0.6 0.060
H -10.9861 -13.6202 -15.1712 0.5 -0.4 0.4 0.080
H -12.0519 -13.8827 -16.4363 0.0 -0.2 -0.5 0.054
H -10.2886 -13.9739 -16.7735 -0.1 0.4 0.0 0.078
H -11.2590 -16.2548 -16.8614 0.1 0.2 -0.3 0.112
H -9.4162 -15.8222 -14.4736 -0.1 0.3 0.4 0.130
H -8.9203 -15.9496 -16.1053 0.1 -0.4 -0.5 0.122
H -8.0665 -18.3388 -16.2220 0.0 0.2 -0.2 0.088
H -8.5247 -19.3236 -14.8613 -0.7 0.0 -0.1 0.086
H -7.7665 -17.8320 -14.5537 -0.2 0.6 0.1 0.086
H -11.9072 -15.7267 -14.1699 -0.6 0.4 0.7 0.076
H -11.8803 -17.1231 -14.7909 -0.4 -0.8 0.1 0.080
C -19.4325 -13.5613 -13.2557 -1.2 0.9 -1.1 -0.046
C -18.6142 -13.4535 -11.9948 -1.9 -0.7 -0.1 -0.390
C -19.5100 -13.4248 -10.7230 0.1 -0.1 0.4 -0.216
O -20.5442 -12.4931 -10.7542 -1.2 0.8 0.2 -0.214
C -21.5096 -12.6167 -9.6834 0.2 0.6 -0.8 -0.077
N -17.7756 -14.6410 -12.0138 0.8 0.6 0.9 0.045
H -18.9088 -13.3359 -14.1847 0.4 0.3 0.1 0.073
H -20.3087 -12.9136 -13.2279 0.1 0.3 0.0 0.083
H -19.8890 -14.5227 -13.4911 0.2 -0.5 0.7 0.089
H -18.0487 -12.5233 -11.9401 0.4 -0.1 -0.4 0.118
H -18.8612 -13.1190 -9.9023 0.4 -0.4 0.5 0.120
H -19.9618 -14.3883 -10.4870 0.3 -0.6 -0.2 0.126
H -21.0993 -12.5481 -8.6758 0.5 -0.4 0.0 0.086
H -22.1409 -13.4948 -9.8190 0.3 -0.3 0.1 0.089
H -22.1818 -11.7599 -9.7285 0.1 0.1 -0.4 0.082
H -17.3708 -14.7568 -11.0958 0.2 -0.4 0.2 0.083
H -18.3292 -15.4564 -12.2348 -0.1 -0.1 0.0 0.098
C -20.0646 -9.3156 -10.7086 0.9 0.6 -0.3 -0.051
C -19.1041 -8.6096 -11.7153 -1.1 0.6 -0.3 -0.401
C -18.4695 -9.5394 -12.7460 -0.6 -0.5 -0.5 -0.161
O -17.9567 -8.8727 -13.9219 -0.2 0.1 1.3 -0.244
C -17.4863 -9.7653 -14.9006 -0.4 -1.1 -0.4 -0.099
N -19.8133 -7.5285 -12.4543 0.6 -1.2 0.4 0.058
H -20.5190 -8.5687 -10.0575 0.3 0.2 0.1 0.071
H -19.4344 -9.9678 -10.1041 -0.4 -0.3 0.2 0.070
H -20.9303 -9.8331 -11.1219 0.5 -0.2 -0.5 0.074
H -18.2486 -8.2169 -11.1658 0.0 0.3 0.4 0.124
H -19.2236 -10.2382 -13.1081 -0.1 -0.4 0.1 0.129
H -17.6793 -10.0650 -12.2097 0.3 -0.4 -0.3 0.122
H -18.2930 -10.3733 -15.3100 -0.4 0.3 -0.4 0.088
H -16.8334 -10.5525 -14.5236 0.6 0.3 0.5 0.081
H -16.9601 -9.2022 -15.6714 -0.2 -0.2 0.0 0.075
H -19.2181 -7.4700 -13.2682 -0.3 1.0 -0.5 0.022
H -19.7660 -6.6793 -11.9096 0.0 0.2 -0.2 0.070
C -15.1413 -14.0823 -22.8327 -0.1 -1.1 -0.3 -0.069
C -15.1751 -12.7813 -22.1038 -1.5 0.3 -1.2 -0.468
C -14.0422 -12.6400 -21.1270 -0.6 0.5 -0.1 -0.173
O -13.9454 -11.2479 -20.8126 0.5 -1.0 0.0 -0.262
C -12.9180 -10.8251 -19.9250 -0.1 -0.1 -0.6 -0.053
N -15.0928 -11.7226 -23.1481 0.1 -0.6 1.2 0.068
H -16.0990 -14.3460 -23.2816 -0.1 0.3 0.0 0.082
H -14.8771 -14.9419 -22.2168 0.2 0.0 0.2 0.056
H -14.4265 -14.0054 -23.6520 0.2 -0.3 0.0 0.081
H -16.1548 -12.6819 -21.6365 0.1 0.2 0.4 0.114
H -13.1869 -13.0285 -21.6797 0.7 0.0 0.5 0.134
H -14.3371 -13.2198 -20.2524 0.6 -0.2 0.4 0.129
H -11.9544 -10.8680 -20.4327 0.2 0.2 -0.1 0.092
H -12.8301 -11.4628 -19.0454 -0.4 0.1 0.2 0.074
H -13.1928 -9.7933 -19.7060 0.4 -0.1 0.4 0.073
H -14.7704 -10.9957 -22.5254 -0.1 1.2 -0.6 0.045
H -14.2379 -12.0003 -23.6085 0.3 0.3 -0.8 0.057
C -20.5773 -9.7547 -17.3658 -0.1 1.2 1.0 -0.052
C -20.9106 -8.2214 -17.3062 0.0 -1.4 1.1 -0.438
C -20.3508 -7.3712 -16.1598 0.3 -0.2 0.5 -0.186
O -20.8583 -6.0171 -16.2177 0.1 0.2 -0.1 -0.192
C -20.1337 -4.9656 -15.5172 0.3 -1.7 -0.4 -0.078
N -20.4521 -7.7485 -18.5586 -0.5 1.4 -0.8 0.054
H -19.5207 -9.9043 -17.5876 0.1 0.0 0.0 0.054
H -21.1557 -10.1408 -18.2052 0.0 -0.2 0.2 0.077
H -20.7980 -10.2620 -16.4267 -0.2 -0.2 -0.1 0.065
H -21.9859 -8.1413 -17.1470 -0.3 0.1 -0.7 0.139
H -19.2651 -7.3808 -16.2561 0.4 0.2 0.2 0.107
H -20.6354 -7.8618 -15.2290 0.1 0.3 0.4 0.113
H -19.9892 -5.2458 -14.4738 -0.3 0.1 0.3 0.061
H -20.6387 -4.0052 -15.6206 -0.3 -0.4 0.0 0.088
H -19.1237 -4.8659 -15.9149 0.2 0.0 -0.3 0.075
H -20.5773 -6.7526 -18.4471 0.1 0.6 -0.8 0.072
H -19.4498 -7.8725 -18.5643 0.3 -0.1 -0.3 0.056
C -12.4223 -6.4864 -17.9416 -0.5 -1.0 0.6 -0.148
O -12.5621 -7.8199 -18.4483 0.9 1.3 -1.2 -0.163
H -12.3886 -6.5810 -16.8562 -0.1 0.4 0.3 0.054
H -11.5127 -5.9577 -18.2263 0.1 -0.4 -0.5 0.073
H -13.2884 -5.8807 -18.2081 0.0 0.1 -0.1 0.071
H -12.8220 -8.3918 -17.7223 -0.6 -0.3 0.7 -0.014
C -21.0583 -13.1917 -16.9958 0.1 -1.2 -0.1 -0.151
O -21.8054 -14.1126 -16.2033 -0.3 0.8 0.1 -0.126
H -20.0765 -12.9902 -16.5674 0.0 0.5 0.4 0.068
H -20.8054 -13.6638 -17.9452 -0.2 0.1 -0.4 0.060
H -21.6535 -12.2963 -17.1751 0.1 -0.1 0.2 0.064
H -21.3913 -14.9781 -16.2375 0.4 -0.1 0.0 0.028
```
Positions in Å, forces in eV/Å.

Properties
Orbital gap in eV: 8.3956
HOMO level in eV: -8.36
Total energy in Ha: -4460.04086
Total charge: 0